(1)
Molecular formula: C20H28N4O2S
Method: DFT, ωB97M-V with the def2-TZVPD basis set

The structure (SMILES) is CCOCCCNC(=S)Nc1ccc2nc(N3CCOCC3)cc(C)c2c1. For the gap between HOMO and LUMO, the calculation gives 7.775 eV. The multiplicity is 1.

Each line ends with the natural charge from an NBO analysis.
Cartesian coordinates (Å):
1 S -6.15945 -2.03216 -0.06070  -0.30
2 O 6.48152 -0.15700 0.69152  -0.53
3 O -2.20945 1.65947 0.41059  -0.57
4 N 3.87224 -0.83637 -0.32298  -0.41
5 N -3.59899 -2.50168 -0.03374  -0.60
6 N 1.90602 -1.86820 0.20300  -0.51
7 N -4.20512 -0.26873 0.10947  -0.63
8 C -0.30433 0.85089 -2.29701  -0.66
9 C -4.57523 -1.55077 0.00286  0.30
10 C -1.15100 1.80524 1.33445  -0.06
11 C 0.57351 -1.99610 0.08404  0.16
12 C 5.48605 -0.78508 1.48556  -0.07
13 C -2.21121 -2.31958 -0.03391  0.12
14 C -0.27259 3.02627 1.07964  -0.64
15 C -0.06363 -3.03644 0.79381  -0.18
16 C 2.52055 -0.90719 -0.45956  0.42
17 C -4.45845 2.11215 -0.30572  -0.42
18 C -1.41839 -3.19241 0.73855  -0.22
19 C 4.54473 -1.65674 0.66205  -0.26
20 C 0.46034 -0.10462 -1.43688  0.08
21 C -1.60531 -1.33361 -0.78326  -0.25
22 C 6.14859 -0.07484 -0.67533  -0.07
23 C -0.21677 -1.13920 -0.72680  -0.07
24 C -5.12637 0.83398 0.19564  -0.22
25 C 1.81363 0.00431 -1.29323  -0.31
26 C 4.66823 0.22050 -0.90886  -0.24
27 C -3.29155 2.55919 0.57513  -0.06
28 H 5.10809 -2.45921 0.17085  0.19
29 H 0.55251 -3.69651 1.38373  0.22
30 H 0.57474 3.00577 1.75896  0.22
31 H -5.19888 2.91183 -0.32892  0.22
32 H -2.19879 -0.71527 -1.43634  0.23
33 H 4.49041 0.27473 -1.98816  0.21
34 H -6.00445 0.59183 -0.41034  0.24
35 H -3.94100 -3.44504 0.08724  0.42
36 H -1.55397 1.83921 2.35747  0.17
37 H -4.08849 1.95323 -1.31952  0.21
38 H -1.06737 1.35383 -1.70462  0.24
39 H -0.80005 0.31780 -3.10727  0.23
40 H 6.41692 -1.00856 -1.19168  0.17
41 H 3.77874 -2.10790 1.29383  0.26
42 H 4.90111 -0.01087 2.00408  0.17
43 H -3.59933 2.57838 1.63150  0.17
44 H -0.82448 3.94892 1.24261  0.21
45 H 0.09602 3.01146 0.05719  0.21
46 H 2.34445 0.78886 -1.80858  0.21
47 H 6.01051 -1.38414 2.23518  0.19
48 H -0.55726 0.89330 1.22122  0.20
49 H -2.98550 3.57493 0.28850  0.17
50 H 0.36024 1.59557 -2.72914  0.22
51 H 4.41867 1.19480 -0.46240  0.19
52 H 6.76135 0.73213 -1.08445  0.20
53 H -1.90265 -3.98439 1.29193  0.22
54 H -3.23442 -0.03713 0.28626  0.43
55 H -5.46473 0.97115 1.23255  0.19

(2)
Molecular formula: C6H12O
Method: DFT, ωB97M-V with the def2-TZVPD basis set

The structure (SMILES) is CCO[C@H]1C[C@H]1C. For the gap between HOMO and LUMO, the calculation gives 10.453 eV. The multiplicity is 1.

Each line ends with the natural charge from an NBO analysis.
Cartesian coordinates (Å):
1 O 0.59950 -0.78341 -1.08654  -0.53
2 C 1.84866 -0.30842 -0.46100  -0.07
3 C -1.84082 0.75686 -1.14242  -0.60
4 C -1.69443 -0.38324 -0.16412  -0.25
5 C -0.36898 -1.05377 -0.14091  0.10
6 C -0.82556 -0.08396 1.01229  -0.46
7 C 1.81271 0.39974 0.86697  -0.63
8 H 2.53853 -1.16011 -0.34077  0.17
9 H 2.89887 0.56203 0.75729  0.22
10 H -0.64692 0.98321 1.18447  0.22
11 H 1.31793 1.37438 0.90730  0.21
12 H 2.23952 0.40352 -1.19393  0.19
13 H -0.98382 -0.60761 1.95188  0.21
14 H 1.62755 -0.17996 1.78033  0.22
15 H -0.33770 -2.08160 0.23349  0.18
16 H -2.07595 0.38199 -2.14162  0.21
17 H -2.62917 1.44359 -0.81886  0.21
18 H -2.57500 -0.98557 0.01651  0.21
19 H -0.90493 1.32233 -1.22039  0.21

(3)
Molecular formula: C9H18Cl2NdOS
Method: DFT, ωB97M-V with the def2-TZVPD basis set

The expectation value of S² is 3.75. Its charge is -1. For the gap between HOMO and LUMO (alpha / beta), the calculation gives 4.223 / 4.234 eV. The multiplicity is 4.

Each line ends with the Löwdin spin population.
Cartesian coordinates (Å):
1 Nd 0.99020 -0.01365 0.33389  3.04
2 Cl 1.38667 -2.55191 -0.02675  0.00
3 Cl 2.23127 1.86016 1.66269  0.00
4 S 0.04991 -0.13724 3.85725  0.00
5 O -0.47438 -0.15392 2.40943  0.00
6 C 0.94044 0.75776 -1.90072  0.00
7 C -0.14391 1.39120 -1.31605  -0.02
8 C -1.76717 0.27248 -2.98219  0.00
9 C 0.58400 -1.82210 4.20098  0.00
10 C -1.53722 1.32144 -1.86203  0.00
11 C 2.51123 0.51031 -1.06138  -0.01
12 C -0.50300 -0.13471 -3.74053  0.00
13 C 0.62008 -0.49938 -2.76795  0.00
14 C -1.43838 -0.09411 4.86118  0.00
15 H -1.84231 2.30765 -2.25028  0.00
16 H -2.24562 1.10695 -1.04627  0.00
17 H 3.02885 -0.26858 -1.63292  0.00
18 H 1.53004 -0.79335 -3.30136  0.00
19 H -0.16661 0.70545 -4.36453  0.00
20 H 0.06272 2.20451 -0.59832  0.00
21 H 1.46457 -1.74532 4.85121  0.00
22 H -1.14666 0.03893 5.91002  0.00
23 H -0.21936 -2.35547 4.72426  0.00
24 H 0.84407 -2.31972 3.25810  0.00
25 H -1.98739 -1.03382 4.72641  0.00
26 H -0.71501 -0.96694 -4.42161  0.00
27 H -2.03979 0.76083 4.53260  0.00
28 H -2.20329 -0.63094 -2.53239  0.00
29 H -2.51008 0.65690 -3.69198  0.00
30 H 2.98597 1.49345 -1.09801  0.00
31 H 0.33967 -1.34901 -2.12050  0.00
32 H 1.37048 1.48218 -2.61226  0.00

(4)
Molecular formula: C7H12N2O2
Method: DFT, ωB97M-V with the def2-TZVPD basis set

For the gap between HOMO and LUMO, the calculation gives 10.544 eV. The multiplicity is 1.

Each line ends with the natural charge from an NBO analysis.
Cartesian coordinates (Å):
1 O -1.32183 1.98960 0.64387  -0.55
2 O -1.24482 -2.22766 -0.39231  -0.57
3 N -2.18903 0.00962 -0.30562  -0.49
4 N -0.18428 -0.10353 -0.06612  -0.52
5 C 1.85693 -1.24081 -0.73262  -0.63
6 C -1.18461 -1.02247 -0.31012  0.83
7 C 1.26198 0.03146 -0.02711  0.13
8 C 1.64360 1.33997 -0.72088  -0.63
9 C -3.56879 0.01161 0.10187  -0.41
10 C -1.19902 0.93603 0.09178  0.83
11 C 1.60607 0.02142 1.47948  -0.61
12 H 1.47694 1.08402 -1.83993  0.21
13 H -3.71802 0.44261 1.08604  0.20
14 H -4.19067 0.49005 -0.55572  0.21
15 H 2.59143 -0.35724 1.68291  0.21
16 H 1.58685 1.04250 1.85321  0.22
17 H 1.28788 -2.11496 -0.58989  0.24
18 H 0.86668 -0.60345 1.97732  0.22
19 H 0.81206 2.00561 -0.44853  0.24
20 H 2.72967 1.66109 -0.63123  0.24
21 H 2.99546 -1.41955 -0.64990  0.22
22 H 1.94532 -0.97832 -1.82690  0.21
23 H -3.85980 -0.99761 0.18040  0.22

Q: Which of these has the highest multiplicity?
A: C9H18Cl2NdOS

Q: The highest multiplicity belongs to which entry?
A: C9H18Cl2NdOS